13 unconnected molecules or ions with the total composition C62H107F3O22S8 in a non-equilibrium geometry. Source: the Open Molecules 2025 dataset; level of theory: the ωB97M-V functional and the def2-TZVPD basis.

The value obtained for the energy above the lowest of the compared OMol25 structures with the same formula, charge and spin is 30.9 kcal/mol. For the LUMO energy, the calculation gives 0.0027 Ha. The value obtained for the electronic energy is -7566.66363 Eh. The gap between HOMO and LUMO is 9.097 eV. For the molecular weight, the calculation gives 1518.046 Da.

The geometry in ORCA input format:
```
! RIJCOSX wB97M-V def2-TZVPD def2/J DEFGRID3
* xyz 0 1
C -0.01 3.77 5.57
C -0.14 4.32 7.01
C -0.97 3.29 7.84
S -2.21 2.68 6.72
O -3.41 3.48 6.93
O -2.27 1.26 6.85
C -1.37 3.20 5.21
H 0.80 2.95 5.68
H 0.41 4.48 4.83
H -0.72 5.21 6.90
H 0.85 4.59 7.41
H -1.48 3.79 8.72
H -0.42 2.44 8.22
H -2.06 3.98 4.86
H -1.40 2.30 4.61
C -0.81 6.17 2.48
C -2.31 6.31 2.73
C -3.07 5.13 2.17
S -1.98 4.12 1.07
O -2.54 4.13 -0.28
O -1.64 2.89 1.67
C -0.62 5.34 1.17
H -0.26 5.65 3.32
H -0.33 7.09 2.23
H -2.67 7.26 2.32
H -2.50 6.28 3.82
H -3.76 5.39 1.43
H -3.55 4.59 2.91
H -0.95 6.03 0.36
H 0.42 4.96 1.08
C -0.57 -0.18 0.80
C 0.63 -0.93 0.23
C 1.39 -0.13 -0.70
S 0.25 1.11 -1.30
O 0.10 0.80 -2.72
O 0.62 2.42 -0.83
C -1.22 0.51 -0.40
H -0.25 0.57 1.56
H -1.47 -0.69 1.23
H 0.38 -1.86 -0.23
H 1.34 -1.28 1.06
H 1.87 -0.64 -1.56
H 2.12 0.43 -0.18
H -1.83 -0.13 -1.03
H -1.70 1.40 -0.04
C -3.62 -3.55 -2.60
C -5.10 -3.65 -2.54
C -5.61 -2.30 -2.89
S -4.30 -1.10 -2.43
O -4.75 -0.14 -1.44
O -3.73 -0.55 -3.65
C -3.20 -2.33 -1.85
H -3.46 -3.50 -3.71
H -3.01 -4.42 -2.30
H -5.36 -3.89 -1.54
H -5.39 -4.43 -3.21
H -6.45 -1.94 -2.33
H -5.75 -2.09 -3.96
H -3.39 -2.56 -0.77
H -2.17 -1.96 -2.02
C 4.55 -1.96 1.06
C 4.92 -3.30 1.66
C 4.71 -4.37 0.53
S 5.19 -3.46 -0.94
O 4.01 -3.30 -1.81
O 6.41 -3.97 -1.47
C 5.56 -1.87 -0.12
H 4.76 -1.11 1.77
H 3.47 -1.93 0.66
H 4.29 -3.58 2.49
H 5.99 -3.35 1.83
H 3.58 -4.39 0.43
H 5.19 -5.36 0.68
H 5.41 -1.11 -0.85
H 6.65 -1.93 0.16
C -4.33 2.63 -3.56
C -2.88 2.35 -2.93
C -1.89 2.56 -4.05
S -2.60 3.54 -5.28
O -2.89 2.81 -6.48
O -1.84 4.78 -5.43
C -4.18 3.82 -4.49
H -5.01 2.85 -2.77
H -4.63 1.74 -4.08
H -2.89 1.29 -2.65
H -2.72 2.94 -2.09
H -1.59 1.61 -4.57
H -0.95 3.09 -3.79
H -4.90 3.81 -5.28
H -4.17 4.81 -4.02
C 1.30 -6.64 -3.23
C -0.19 -6.86 -3.20
C -0.59 -6.17 -1.88
S 0.53 -4.78 -1.62
O 1.22 -4.87 -0.35
O -0.19 -3.52 -1.79
C 1.57 -5.15 -2.97
H 1.72 -6.94 -4.16
H 1.74 -7.22 -2.45
H -0.33 -7.90 -3.07
H -0.72 -6.53 -4.06
H -0.32 -6.90 -1.06
H -1.67 -5.84 -1.84
H 2.62 -4.86 -2.94
H 1.12 -4.51 -3.76
C -1.47 -0.68 -6.56
C -0.24 -0.64 -5.60
C -0.16 -1.90 -4.83
S -0.98 -3.11 -5.87
O -1.41 -4.33 -5.25
O -0.19 -3.20 -7.05
C -2.29 -1.90 -6.28
H -1.17 -0.73 -7.63
H -2.18 0.18 -6.47
H -0.41 0.11 -4.86
H 0.70 -0.58 -6.16
H -0.61 -1.92 -3.88
H 0.87 -2.23 -4.74
H -2.93 -1.85 -5.40
H -2.86 -2.31 -7.10
C 0.40 -11.03 6.87
O 0.26 -10.55 5.52
C -0.57 -9.39 5.51
C -0.46 -8.60 4.25
O 0.71 -7.81 4.20
C 1.02 -7.42 2.88
C 2.10 -6.35 3.01
O 1.65 -5.17 3.54
C 0.79 -4.28 2.82
H 1.01 -10.27 7.50
H 0.89 -11.96 6.70
H -0.55 -11.16 7.46
H -0.47 -8.76 6.37
H -1.61 -9.75 5.60
H -1.38 -7.98 4.14
H -0.55 -9.27 3.36
H 0.16 -7.04 2.35
H 1.49 -8.27 2.37
H 2.29 -6.18 1.92
H 2.91 -6.72 3.67
H 0.84 -3.34 3.32
H -0.34 -4.52 2.75
H 1.11 -4.25 1.80
C -0.83 6.34 -2.72
O 0.45 6.67 -2.28
C 1.36 5.54 -2.32
C 2.66 5.89 -1.63
O 2.62 5.99 -0.23
C 2.11 7.27 0.26
C 2.34 7.30 1.77
O 3.68 7.41 2.16
C 4.27 6.59 3.13
H -1.17 5.41 -2.35
H -0.91 6.19 -3.78
H -1.51 7.12 -2.28
H 1.48 5.17 -3.34
H 0.90 4.76 -1.69
H 3.19 6.76 -2.05
H 3.39 5.11 -1.85
H 1.03 7.36 0.17
H 2.57 8.08 -0.24
H 1.92 6.34 2.17
H 1.79 8.18 2.17
H 4.61 7.16 4.02
H 5.06 6.00 2.70
H 3.48 5.90 3.54
F -4.03 -0.56 1.56
C -4.41 0.65 2.09
C -5.12 1.51 1.23
C -5.71 2.56 1.85
C -5.51 2.82 3.21
C -4.74 2.01 4.08
C -4.25 0.83 3.46
H -5.16 1.31 0.22
H -6.28 3.31 1.27
H -5.88 3.74 3.68
H -4.73 2.22 5.15
H -3.65 0.07 3.98
F 1.00 0.92 3.96
C 1.90 1.56 3.12
C 3.19 1.09 3.27
C 4.14 1.70 2.50
C 3.87 2.71 1.58
C 2.55 3.08 1.37
C 1.53 2.50 2.19
H 3.41 0.29 3.96
H 5.20 1.49 2.60
H 4.67 3.18 1.03
H 2.25 3.83 0.66
H 0.51 2.85 2.24
F 3.86 2.84 -3.89
C 4.16 1.57 -4.25
C 5.49 1.27 -4.54
C 5.86 0.03 -5.07
C 4.82 -0.93 -5.20
C 3.53 -0.74 -4.72
C 3.17 0.56 -4.34
H 6.27 1.93 -4.29
H 6.75 -0.16 -5.54
H 5.16 -1.82 -5.66
H 2.77 -1.50 -4.87
H 2.13 0.86 -4.16
*
```

14 unconnected molecules or ions with the total composition C62H144B5F20N9O6 in a non-equilibrium geometry. Source: the Open Molecules 2025 dataset; level of theory: the ωB97M-V functional and the def2-TZVPD basis.

For the LUMO energy, the calculation gives -0.3218 Ha. The value obtained for the electronic energy is -5514.23953 Eh. The gap between HOMO and LUMO is 7.488 eV. For the molecular weight, the calculation gives 1545.911 Da.

The geometry in ORCA input format:
```
! RIJCOSX wB97M-V def2-TZVPD def2/J DEFGRID3
* xyz 4 1
C -5.41 5.47 -0.92
O -5.44 4.10 -0.35
C -5.23 3.00 -1.24
C -6.48 2.25 -1.60
N -7.26 1.97 -0.26
H -6.68 1.42 0.36
H -7.49 2.84 0.18
C -8.57 1.22 -0.50
C -9.44 1.28 0.73
O -9.21 2.50 1.54
C -10.06 2.64 2.73
H -5.98 5.48 -1.86
H -4.39 5.69 -1.21
H -5.78 6.15 -0.15
H -4.57 2.27 -0.76
H -4.58 3.23 -2.08
H -6.25 1.31 -2.10
H -7.14 2.80 -2.27
H -8.39 0.17 -0.74
H -9.08 1.71 -1.33
H -9.12 0.45 1.36
H -10.48 1.18 0.42
H -9.89 3.58 3.26
H -9.85 1.81 3.40
H -11.12 2.79 2.49
C 0.30 10.19 -1.87
C 0.33 8.69 -1.49
C 0.86 8.38 -0.09
C 1.06 6.85 0.11
N 1.78 6.45 1.39
C 3.19 6.99 1.46
C 4.02 5.88 0.79
C 3.32 4.60 1.23
C 1.85 4.90 1.56
C 1.12 7.04 2.71
C -0.37 6.66 2.90
C -0.94 7.19 4.28
H -0.35 10.33 -2.73
H 1.26 10.53 -2.24
H -0.11 10.79 -1.05
H 0.84 8.32 -2.38
H -0.65 8.23 -1.53
H 0.22 8.74 0.70
H 1.75 8.99 0.06
H 1.58 6.40 -0.74
H 0.05 6.42 0.14
H 3.59 7.10 2.47
H 3.38 7.97 1.02
H 5.01 5.96 1.25
H 4.14 6.00 -0.29
H 3.86 4.17 2.07
H 3.41 3.99 0.33
H 1.49 4.61 2.55
H 1.27 4.38 0.79
H 1.26 8.12 2.70
H 1.80 6.66 3.48
H -0.46 5.58 2.90
H -1.00 7.07 2.10
H -1.93 6.75 4.29
H -1.05 8.27 4.44
H -0.37 6.70 5.07
C 1.78 -9.50 4.11
C 3.24 -9.01 4.00
C 3.35 -7.50 3.75
C 2.73 -7.03 2.36
N 3.16 -5.55 1.97
C 2.48 -4.95 0.70
C 3.27 -5.47 -0.54
C 4.62 -5.93 -0.02
C 4.67 -5.62 1.52
C 3.06 -4.52 3.20
C 1.64 -3.97 3.66
C 1.73 -2.70 4.52
H 1.15 -8.77 4.62
H 1.73 -10.44 4.66
H 1.36 -9.73 3.14
H 3.77 -9.54 3.21
H 3.84 -9.22 4.88
H 4.40 -7.27 3.94
H 2.82 -7.01 4.57
H 1.65 -6.94 2.46
H 2.85 -7.75 1.55
H 2.61 -3.88 0.80
H 1.43 -5.23 0.82
H 3.45 -4.63 -1.21
H 2.97 -6.32 -1.15
H 5.42 -5.45 -0.57
H 4.84 -6.96 -0.29
H 5.14 -4.64 1.63
H 5.28 -6.25 2.16
H 3.57 -3.67 2.74
H 3.67 -4.81 4.06
H 1.09 -4.65 4.32
H 1.06 -3.86 2.74
H 2.28 -1.90 4.04
H 2.19 -2.89 5.49
H 0.72 -2.42 4.81
C -6.21 -6.20 1.75
C -5.19 -5.21 1.25
C -4.66 -5.43 -0.04
C -3.46 -4.43 -0.37
N -2.82 -4.60 -1.81
C -2.15 -6.00 -1.80
C -0.65 -5.81 -1.97
C -0.44 -4.41 -1.41
C -1.62 -3.69 -2.01
C -3.74 -4.42 -3.03
C -4.32 -2.99 -3.20
C -5.17 -2.86 -4.47
H -5.79 -7.21 1.75
H -7.06 -6.25 1.08
H -6.68 -5.85 2.67
H -4.51 -5.14 2.10
H -5.65 -4.22 1.27
H -5.38 -5.28 -0.84
H -4.28 -6.45 0.00
H -2.65 -4.52 0.35
H -3.85 -3.41 -0.27
H -2.64 -6.58 -2.58
H -2.34 -6.48 -0.84
H -0.38 -5.89 -3.02
H -0.12 -6.54 -1.36
H 0.48 -3.93 -1.75
H -0.68 -4.45 -0.35
H -1.46 -3.58 -3.08
H -1.90 -2.74 -1.56
H -4.52 -5.18 -3.02
H -3.13 -4.58 -3.92
H -3.43 -2.37 -3.32
H -4.79 -2.58 -2.31
H -6.15 -3.32 -4.39
H -4.64 -3.28 -5.33
H -5.35 -1.80 -4.68
C 2.39 1.07 -1.26
C 2.16 -0.43 -0.99
C 1.47 -0.62 0.40
C 0.10 0.07 0.47
N -0.80 0.08 1.79
C -2.02 1.01 1.50
C -1.65 2.44 2.07
C -0.90 1.90 3.31
C 0.00 0.73 2.97
C -1.17 -1.38 2.25
C -2.24 -1.49 3.37
C -2.41 -2.92 3.90
H 1.54 1.69 -1.54
H 3.00 1.18 -2.16
H 2.96 1.68 -0.55
H 3.14 -0.91 -0.92
H 1.58 -0.79 -1.84
H 2.02 -0.06 1.15
H 1.32 -1.65 0.71
H -0.49 -0.19 -0.41
H 0.21 1.14 0.32
H -2.95 0.64 1.93
H -2.19 1.03 0.43
H -2.50 3.10 2.26
H -1.01 2.96 1.35
H -1.72 1.62 3.98
H -0.43 2.81 3.69
H 0.35 0.04 3.74
H 0.88 1.21 2.55
H -0.18 -1.83 2.34
H -1.73 -1.72 1.38
H -3.22 -1.24 2.98
H -2.17 -0.83 4.23
H -3.27 -2.79 4.56
H -1.56 -3.17 4.53
H -2.51 -3.70 3.16
C 3.26 6.26 -3.30
C 2.39 5.02 -3.63
O 2.64 3.87 -3.27
N 1.31 5.36 -4.65
H 0.45 4.84 -4.51
H 1.01 6.32 -4.66
C 1.84 5.12 -6.13
H 4.04 5.93 -2.61
H 2.71 7.06 -2.79
H 3.78 6.68 -4.16
H 2.85 5.52 -6.26
H 1.14 5.57 -6.82
H 1.83 4.03 -6.24
C 3.95 -3.74 -4.97
C 3.74 -2.27 -4.72
O 2.73 -1.81 -4.20
N 4.80 -1.26 -5.17
H 5.24 -1.64 -6.00
H 4.43 -0.38 -5.52
C 5.79 -0.91 -4.04
H 4.21 -4.07 -5.97
H 3.16 -4.28 -4.44
H 4.82 -4.03 -4.39
H 6.75 -0.48 -4.33
H 6.04 -1.89 -3.63
H 5.17 -0.40 -3.30
C 0.64 0.97 -4.37
C -0.80 0.69 -3.75
O -0.99 -0.09 -2.82
N -1.89 1.64 -4.24
H -1.68 2.51 -3.76
H -1.71 1.87 -5.21
C -3.33 1.20 -3.88
H 0.78 2.05 -4.36
H 0.63 0.51 -5.36
H 1.37 0.50 -3.71
H -3.46 0.17 -4.24
H -3.87 1.95 -4.44
H -3.53 1.31 -2.82
C 8.88 -0.78 2.19
C 7.99 0.29 1.46
O 8.44 1.39 1.42
N 6.63 -0.03 0.93
H 6.54 0.64 0.18
H 6.55 -0.92 0.45
C 5.41 0.00 1.88
H 8.29 -1.48 2.77
H 9.54 -0.20 2.83
H 9.52 -1.34 1.51
H 4.56 -0.05 1.20
H 5.36 0.95 2.40
H 5.40 -0.76 2.66
B 6.59 1.94 -1.75
F 5.50 1.83 -0.98
F 7.44 0.83 -1.62
F 6.17 1.92 -3.04
F 7.23 3.07 -1.46
B -4.87 -0.54 0.17
F -6.06 -0.78 -0.51
F -4.64 -1.52 1.16
F -3.83 -0.54 -0.80
F -4.97 0.71 0.78
B -0.99 3.98 -1.90
F -0.94 4.16 -3.29
F 0.31 3.97 -1.50
F -1.66 5.05 -1.30
F -1.59 2.78 -1.55
B 3.11 1.46 4.25
F 3.00 0.84 3.05
F 2.53 0.65 5.15
F 4.42 1.66 4.56
F 2.51 2.68 4.19
B -1.16 -6.32 1.98
F -0.82 -4.99 1.97
F -0.48 -7.19 1.10
F -1.04 -6.82 3.26
F -2.48 -6.49 1.63
*
```